12
Properties=species:S:1:pos:R:3:forces:R:3 method="wB97M-V/def2-TZVPD" homo_ev=-9.3 total_energy_ha=-1327.83388 gap_ha=0.367 charge=0 e_lumo_ev=0.67
C 0.103594 0.317204 -0.859879 1.6209 4.0149 -4.6124
Si -0.369976 -0.680407 0.804983 0.0670 0.1912 2.4800
Cl 0.199881 -0.424431 2.830605 -0.2485 -0.7063 -0.2704
C -0.746628 1.082639 0.227909 0.3924 -2.7877 0.6049
H -1.742897 1.424798 -0.037100 0.1853 -0.3342 -0.3262
C 1.151603 -0.707113 -0.357785 -1.7345 -1.0631 1.7973
H -0.195180 1.839879 0.768584 0.2387 -0.0521 0.0038
Cl -1.925057 -2.025891 0.415352 0.7317 0.4192 0.2091
H 1.432397 -1.603378 -0.979261 -0.5915 1.2941 0.5495
H -0.569778 -0.108782 -1.613429 0.1704 -0.1095 0.2051
H 0.663952 1.134098 -1.379631 -0.4469 -0.7000 -0.2060
H 1.998091 -0.248616 0.179651 -0.3849 -0.1665 -0.4348

=====

13
Properties=species:S:1:pos:R:3:forces:R:3 method="wB97M-V/def2-TZVPD" homo_ev="-6.3 / -7.8" s_squared=2.006 total_energy_ha=-340.52287 gap_ha="0.259 / 0.216" multiplicity=3 charge=0 e_lumo_ev="0.71 / -1.94"
C -1.813849 -2.742571 0.388785 -4.2050 2.0240 -0.2090
N 1.424254 0.781593 -0.753740 -1.4679 1.0038 1.0344
H 2.206106 0.382309 -1.181239 1.1932 -0.3559 -1.0135
H 0.434968 -1.020281 -0.222203 -0.0256 -1.8816 -0.3816
C 0.376203 0.007562 -0.175672 1.2894 3.2549 0.5463
C 1.315119 2.075156 -0.378935 -3.2365 -4.3103 2.1176
H -0.253613 2.905665 0.855586 1.1893 -0.8883 -0.5684
O -0.638660 -3.032129 0.444251 5.1367 -1.4399 0.2369
N 0.257973 2.076984 0.487279 -0.6834 0.3960 -0.6913
H -2.608315 -3.426504 0.432159 -0.9639 -1.2740 0.0672
C -0.371403 0.823345 0.639177 -0.2818 0.0713 0.1271
H -2.101537 -1.718705 0.200089 0.0294 0.7196 -0.0424
H 1.772755 2.887577 -0.735536 2.0262 2.6804 -1.2234

=====

17
Properties=species:S:1:pos:R:3:forces:R:3 method="wB97M-V/def2-TZVPD" homo_ev="-9.5 / -9.5" s_squared=0.761 total_energy_ha=-1789.13535 gap_ha="0.300 / 0.208" multiplicity=2 charge=0 e_lumo_ev="-1.35 / -3.85"
F 2.743737 -1.087185 -1.009316 0.0461 0.2592 -0.1386
S 0.992367 -0.361042 0.804682 -3.5006 -4.1969 0.7478
N 0.399556 1.083151 0.518410 -0.3609 1.7186 -0.9776
F 3.557214 0.035352 0.668102 0.3677 0.1634 -0.0150
Ag -1.228251 -0.758527 -1.456550 -1.9854 0.4411 -1.3839
C -3.573270 -0.673489 0.489556 1.0926 -0.1362 1.1736
S 0.327054 1.507443 -1.289253 0.6364 3.9979 0.0000
O 0.931641 -0.689822 2.220519 0.2666 0.9308 -1.7651
H -3.262081 0.931495 -0.667760 0.2866 -0.0484 0.2841
O -4.148862 -1.433693 1.147811 -0.1438 0.3009 -0.6865
C -2.721269 0.166198 -0.091958 0.0208 1.2334 -0.1182
O -0.333242 2.836668 -1.215215 0.1928 -2.5674 0.0987
F 3.004446 -2.043713 0.882022 -0.4071 0.2554 0.2251
H -1.164785 1.060810 0.889811 0.7249 -1.2916 -1.6141
C 2.701890 -0.898595 0.297027 0.5265 0.4732 -0.3760
O 1.583699 1.584508 -2.067797 -1.4198 -1.3808 1.6841
O 0.190157 -1.259559 -0.120087 3.6565 -0.1526 2.8616

=====

72
Properties=species:S:1:pos:R:3:forces:R:3 method="wB97M-V/def2-TZVPD" homo_ev=-14.6 total_energy_ha=-2308.61862 gap_ha=0.304 charge=+2 e_lumo_ev=-6.28
H -0.270715 0.751172 3.489265 -0.0208 -0.0293 -0.0221
H -2.683481 0.870882 -4.433689 0.0383 -0.0299 0.0261
C -4.100964 -2.307064 1.209933 0.1342 0.0638 -0.0856
H -4.424638 -4.126413 2.327375 -0.0235 -0.0027 0.0198
H -2.936180 2.551021 1.783058 -0.0369 0.0162 0.0366
C -0.860998 2.000672 1.792986 -0.1984 0.0772 0.1847
N 0.660908 -2.411214 -1.184669 -0.0819 -0.0499 0.0075
C 2.641028 -3.075017 -2.378093 -0.0766 0.0894 0.1751
C -3.745070 -3.570260 1.696995 0.0009 0.0108 -0.0224
N -2.933878 0.675054 -2.287819 0.0934 0.1545 0.1057
C -3.200235 -1.658394 0.411806 -0.0135 -0.0512 0.0942
C 1.511331 -4.633510 -0.954070 -0.1348 0.2162 0.0185
N -1.986406 -2.171331 0.075422 0.1081 0.0860 0.0027
H 1.756237 1.297731 3.463662 0.0167 0.0235 -0.0139
H 1.613818 -1.671661 1.166021 0.0137 0.0389 0.0092
C 2.540558 -4.351598 -1.817173 -0.0397 0.0109 0.0168
C 0.565147 -3.637055 -0.660282 0.1774 -0.1018 -0.0032
C -1.701439 -0.792537 -3.400801 0.1734 0.1998 0.1995
H 3.922052 1.223784 0.402788 -0.0481 -0.0002 0.0186
C -0.440598 3.272804 2.526934 0.0825 -0.0042 -0.0701
H -3.418318 -0.675359 0.004460 -0.0343 -0.0937 0.0438
C 1.697411 -2.150211 -2.024430 0.0378 0.0554 -0.1778
H -1.216313 3.511029 3.258001 -0.0303 0.0313 0.0588
H -2.240051 -5.085757 1.725596 0.0247 -0.0351 0.0081
H 2.817365 2.293883 2.458051 0.0065 0.0399 -0.0269
H -1.968847 1.187779 3.442372 -0.0369 0.0188 0.0293
H 1.409204 -5.614983 -0.514498 -0.0067 -0.0465 0.0228
C -2.529544 -4.109114 1.365117 0.0801 0.1616 -0.1067
C -1.657295 -3.381109 0.535966 -0.0961 -0.0403 0.1061
Sb 0.585499 1.219581 0.360567 -0.1053 0.0361 0.0370
H -2.547825 1.404344 0.505220 0.0896 0.0725 0.0781
H 2.704242 3.699365 0.453415 0.0251 -0.0450 0.0105
C 1.286073 2.794062 -0.958401 0.1275 0.2958 -0.2705
H 1.167379 4.563266 0.324230 -0.0413 -0.0158 0.0721
H 0.421726 4.041471 -2.478873 0.0306 0.0311 -0.0424
O -0.572495 -0.207788 -3.168846 0.1490 0.1667 -0.4578
C 1.816813 -0.996234 2.002053 -0.0907 -0.0351 -0.0930
H 3.285446 -0.279602 -0.285884 -0.0210 0.0205 0.0454
H -0.321452 2.450202 -2.406092 0.0394 0.0273 0.0492
C 2.317265 2.205712 -1.926610 0.0585 -0.1452 0.0637
H 3.260040 -5.120037 -2.061686 0.0345 -0.0146 -0.0195
H -3.768276 -0.453199 -3.902788 0.0473 0.0216 -0.0097
H 2.495225 2.934793 -2.719524 0.0113 0.0335 -0.0392
C 3.473363 0.260828 0.647551 -0.0360 0.0513 -0.1448
H -2.543608 1.614212 -2.281994 -0.1239 -0.0296 -0.0079
C 2.564303 1.270429 2.733323 -0.0771 0.0370 -0.0228
C 0.087063 3.261767 -1.791977 -0.0749 -0.0993 0.0750
C -2.169886 2.280156 1.053456 -0.0683 -0.1168 -0.1714
H -3.895253 0.743992 -1.970223 0.0371 0.0108 -0.0367
H 1.726241 -1.146245 -2.439104 0.0023 -0.0906 0.0201
H 0.495716 3.165876 3.071033 0.0313 -0.0310 -0.0166
H 3.431081 -2.811176 -3.064010 0.0211 -0.0049 -0.0030
H -0.708892 3.695454 -1.186824 -0.0210 -0.0002 0.0509
H 2.645125 -1.427647 2.568256 0.0386 -0.0040 0.0464
Sc -0.847758 -0.828155 -1.262135 -0.2096 -0.5243 0.1017
C 1.905045 3.986897 -0.229859 -0.0549 -0.0763 0.0541
H 3.435608 0.844875 3.235480 0.0501 -0.0278 0.0263
H 4.220626 -0.307121 1.205436 0.0451 -0.0263 0.0291
H -2.089951 3.110175 0.353572 0.0326 0.0304 -0.0522
O -1.887721 -1.900467 -2.853576 -0.1832 -0.1983 -0.0962
H 1.973275 1.286766 -2.412366 -0.0462 0.0257 0.0067
H -0.347837 -4.896278 0.607640 -0.0078 0.0589 -0.0343
C -2.869517 0.113696 -3.676916 -0.0709 -0.0516 0.0484
C -1.118988 0.896605 2.821031 0.0706 -0.1270 -0.0041
C 2.227833 0.400326 1.522894 0.2548 -0.1249 0.2334
H -1.365304 -0.070804 2.366558 -0.0012 0.0568 -0.0227
N -0.447937 -3.968211 0.222564 -0.0171 -0.0846 -0.0376
H -0.356629 4.130978 1.863444 0.0181 0.0143 -0.0787
H 3.277215 2.007372 -1.452769 -0.0526 -0.0092 0.0024
H 0.946007 -0.987724 2.658040 -0.0209 0.0399 -0.0111
H -5.050463 -1.853174 1.447464 -0.0214 0.0067 0.0058
H 2.341493 4.657439 -0.973054 0.0218 0.0364 -0.0391